Entry 1:
Density functional theory data (ωB97M-V/def2-TZVPD) for a structure of composition C26H34ClF5N3O4Yb at a distorted geometry.

ORCA input file:
```
! wB97M-V def2-TZVPD RIJCOSX def2/J DEFGRID3
* xyz 0 2
O 0.564 -0.512 -1.679
C -0.336 -0.331 -2.656
C -0.078 1.040 -3.325
C 0.631 2.031 -2.635
H 1.041 1.798 -1.649
C 0.790 3.299 -3.196
H 1.302 4.078 -2.619
C 0.293 3.557 -4.480
H 0.415 4.546 -4.926
C -0.367 2.546 -5.196
H -0.748 2.730 -6.201
C -0.546 1.287 -4.611
H -1.068 0.475 -5.127
H -0.188 -1.108 -3.446
C -2.314 -1.938 -2.013
C -1.853 -0.527 -2.169
H -3.339 -2.070 -2.397
H -2.341 -2.252 -0.954
H -1.662 -2.622 -2.569
C -2.695 0.512 -2.170
C -4.149 0.498 -1.805
H -2.356 1.484 -2.539
H -4.779 0.992 -2.562
H -4.262 1.054 -0.866
H -4.533 -0.515 -1.637
Yb -0.409 -0.688 0.666
Cl -2.832 0.064 1.206
C -0.988 -0.646 3.625
O -0.260 -1.434 2.992
N -1.227 -0.633 4.936
C -0.707 -1.660 5.825
C -2.082 0.392 5.529
H -1.536 0.145 3.068
H -0.056 -2.329 5.260
H -1.533 -2.221 6.283
H -0.148 -1.188 6.641
H -2.291 1.151 4.767
H -1.578 0.855 6.386
H -3.031 -0.039 5.879
H 4.969 1.186 -1.679
H 4.919 1.586 0.791
C 3.872 1.243 -1.628
C 3.837 1.420 0.850
N 3.391 0.728 -0.352
H 3.434 0.648 -2.435
C 2.694 -0.420 -0.277
O 2.070 -0.808 0.735
H 3.597 0.819 1.727
H 2.710 -0.996 -1.215
H 3.566 2.292 -1.744
H 3.344 2.399 0.920
H -0.020 -6.282 0.957
H 2.151 -6.197 -0.649
C -0.473 -5.706 0.138
C 1.564 -5.515 -1.279
N 0.524 -4.860 -0.502
H -1.277 -5.081 0.531
C 0.527 -3.540 -0.295
O -0.371 -2.936 0.341
H 2.226 -4.752 -1.700
H 1.379 -2.994 -0.737
H -0.858 -6.418 -0.600
H 1.111 -6.101 -2.090
F 1.282 1.157 3.141
C 0.740 2.184 2.422
C 0.052 1.954 1.252
C -0.527 3.032 0.621
F -1.288 2.887 -0.493
C -0.367 4.345 1.108
F -0.917 5.382 0.440
C 0.363 4.568 2.273
F 0.521 5.819 2.749
C 0.914 3.480 2.946
F 1.599 3.664 4.095
*
```

lowest unoccupied orbital energy (alpha / beta) = 0.1 / -0.2 eV
orbital gap (alpha / beta) = 8.0 / 7.7 eV
expectation value of S² = 0.751

These are the Mulliken partial charges, in e, on atoms 1 to 5: atom 1 (O): -0.10, atom 2 (C): 0.59, atom 3 (C): -0.93, atom 4 (C): 0.45, atom 5 (H): 0.79

=====

Entry 2:
Density functional theory data (ωB97M-V/def2-TZVPD) for a structure of composition C26H34ClO2Pr at a distorted geometry.

ORCA input file:
```
! wB97M-V def2-TZVPD RIJCOSX def2/J DEFGRID3
* xyz 0 3
O 1.877 5.354 0.259
C 3.014 6.037 -0.441
C 2.985 7.283 0.429
H 2.789 6.264 -1.503
H 3.982 5.504 -0.368
C 1.808 6.543 1.096
H 2.683 8.197 -0.084
H 3.836 7.453 1.114
C 0.485 7.253 0.908
H 0.205 7.229 -0.155
H 0.570 8.295 1.256
H -0.270 6.727 1.515
C 2.116 6.225 2.536
H 2.927 5.486 2.625
H 1.213 5.844 3.026
H 2.423 7.134 3.072
Pr 0.183 1.201 0.253
C 0.404 -1.068 1.732
C 0.954 -1.415 0.466
C 2.190 -0.724 0.320
H 0.535 -2.123 -0.240
C 2.426 0.008 1.523
C 1.316 -0.183 2.382
H 1.221 0.183 3.403
H -0.487 -1.503 2.159
H 2.875 -0.830 -0.520
H 3.367 0.487 1.782
C -2.332 0.344 0.477
C -1.985 0.922 1.739
C -1.859 2.340 1.574
H -1.902 0.384 2.679
C -2.130 2.639 0.200
C -2.436 1.411 -0.476
H -2.768 1.305 -1.508
H -2.539 -0.707 0.284
H -1.670 3.049 2.366
H -2.204 3.635 -0.239
O 2.417 3.299 -1.355
C 2.800 2.998 0.005
C 4.101 2.264 0.005
H 1.998 2.590 0.674
H 3.029 3.916 0.565
C 4.684 2.775 -1.321
H 3.948 1.191 -0.037
H 4.721 2.551 0.866
C 3.472 2.844 -2.234
H 5.494 2.204 -1.759
H 5.010 3.805 -1.166
H 3.284 1.845 -2.709
H 3.546 3.624 -2.995
Cl 2.330 -1.967 -2.958
C 0.649 -2.283 -2.754
C 0.235 -3.607 -2.745
C -1.130 -3.920 -2.628
C -2.061 -2.877 -2.578
C -1.655 -1.544 -2.563
C -0.263 -1.183 -2.573
C 0.160 0.162 -2.335
H 0.979 -4.402 -2.804
H -1.441 -4.958 -2.576
H -3.133 -3.124 -2.528
H -2.408 -0.750 -2.519
H -0.580 0.921 -2.583
H 1.165 0.402 -2.666
*
```

lowest unoccupied orbital energy (alpha / beta) = 0.1 / 0.2 eV
orbital gap (alpha / beta) = 6.4 / 6.4 eV
expectation value of S² = 2.004

These are the Mulliken partial charges, in e, on atoms 1 to 5: atom 1 (O): -0.44, atom 2 (C): -0.16, atom 3 (C): -0.76, atom 4 (H): 0.23, atom 5 (H): 0.06

=====

Entry 3:
Density functional theory data (ωB97M-V/def2-TZVPD) for a structure of composition C26H34CuN3O5PS2 at a distorted geometry.

ORCA input file:
```
! wB97M-V def2-TZVPD RIJCOSX def2/J DEFGRID3
* xyz -2 2
Cu 0.536 -0.838 0.230
N 2.153 -1.128 1.630
C 2.862 -0.179 2.503
C 2.136 1.166 2.529
C 0.966 1.128 3.515
C -0.521 1.124 2.922
N -0.824 0.099 1.929
H 1.759 -1.946 2.197
H 2.786 -1.547 0.943
H 3.959 -0.088 2.243
H 2.854 -0.599 3.554
H 1.878 1.507 1.559
H 2.873 1.930 2.872
H 1.120 1.926 4.212
H 1.046 0.217 4.167
H -0.830 2.132 2.562
H -1.153 0.918 3.834
H -1.804 0.194 1.624
H -0.950 -0.776 2.433
O 3.242 -2.005 -1.125
N 2.216 -0.985 -1.271
C 2.675 -0.067 -2.073
C 1.935 1.064 -2.607
C 2.643 1.829 -3.594
C 1.962 2.718 -4.394
C 0.587 2.877 -4.244
C -0.138 2.140 -3.263
C 0.582 1.285 -2.421
P -0.383 0.747 -1.019
C -0.860 2.324 -0.238
C -2.175 2.596 0.060
C -2.500 3.721 0.854
C -1.564 4.470 1.484
C -0.193 4.127 1.253
C 0.135 3.170 0.314
C -1.863 -0.069 -1.695
C -3.043 -0.205 -0.967
C -4.236 -0.457 -1.620
C -4.231 -0.805 -2.974
C -3.006 -0.984 -3.614
C -1.806 -0.661 -2.982
H 2.742 -2.853 -1.204
H 3.679 -0.198 -2.488
H 3.694 1.728 -3.631
H 2.488 3.272 -5.163
H 0.071 3.592 -4.896
H -1.268 2.191 -3.203
H -3.048 2.061 -0.296
H -3.556 3.978 0.879
H -1.816 5.348 2.121
H 0.611 4.678 1.705
H 1.193 3.086 -0.071
H -3.071 -0.045 0.121
H -5.144 -0.446 -0.998
H -5.179 -0.872 -3.502
H -2.961 -1.405 -4.620
H -0.895 -0.711 -3.574
C 1.485 -4.833 0.741
O 1.421 -3.528 0.156
C 0.375 -2.802 -0.101
C -0.678 -3.413 -0.972
H 1.295 -4.778 1.806
H 2.489 -5.270 0.540
H 0.680 -5.434 0.303
H -0.413 -3.383 -2.082
H -1.528 -2.715 -0.861
H -0.954 -4.423 -0.645
O -0.070 -3.331 2.290
S -0.661 -3.042 3.654
O -0.799 -4.179 4.561
O -1.938 -2.324 3.556
S 0.932 -2.016 4.553
*
```

lowest unoccupied orbital energy (alpha / beta) = 4.4 / 4.4 eV
orbital gap (alpha / beta) = 4.1 / 5.2 eV
expectation value of S² = 0.772

These are the Mulliken partial charges, in e, on atoms 1 to 5: atom 1 (Cu): -0.33, atom 2 (N): -0.29, atom 3 (C): -1.00, atom 4 (C): -0.11, atom 5 (C): -0.49

=====

Entry 4:
Density functional theory data (ωB97M-V/def2-TZVPD) for a structure of composition C26H34F3N6O5Ta at a distorted geometry.

ORCA input file:
```
! wB97M-V def2-TZVPD RIJCOSX def2/J DEFGRID3
* xyz 2 1
Ta 0.269 0.301 0.018
C 2.468 -2.153 -1.576
C 1.114 -2.061 -2.307
N 0.356 -0.771 -2.083
C -1.032 -0.897 -2.744
C -2.065 0.123 -2.231
N -1.993 0.162 -0.709
C -3.109 -0.678 0.038
C -3.504 -2.088 -0.434
C -2.757 -3.321 0.154
N -1.325 -3.197 0.083
C -0.526 -4.321 0.553
C 0.736 -3.832 1.330
N 1.442 -2.723 0.713
C 2.396 -3.160 -0.383
H 2.868 -1.205 -1.207
H 3.201 -2.583 -2.281
H 0.506 -2.878 -1.835
H 1.219 -2.268 -3.377
H 0.902 -0.100 -2.630
H -1.347 -1.879 -2.596
H -0.915 -0.625 -3.836
H -3.100 -0.117 -2.564
H -1.762 1.099 -2.565
H -2.358 1.128 -0.465
H -4.015 -0.085 -0.011
H -2.694 -0.789 1.051
H -3.432 -2.162 -1.555
H -4.544 -2.250 -0.202
H -3.044 -4.174 -0.476
H -3.056 -3.536 1.165
H -0.883 -2.336 0.366
H -0.204 -4.939 -0.326
H -1.110 -4.955 1.244
H 1.387 -4.702 1.471
H 0.427 -3.556 2.378
H 2.014 -2.299 1.476
H 2.019 -4.139 -0.802
H 3.400 -3.326 0.043
O -1.534 5.322 0.231
C -1.623 5.040 -1.047
C -2.371 5.927 -1.905
C -2.293 5.807 -3.309
C -1.705 4.648 -3.856
C -1.074 3.716 -3.042
C -1.020 3.889 -1.628
C -0.332 2.905 -0.796
O 0.203 1.819 -1.372
N -0.363 2.974 0.525
N 0.337 1.916 1.060
C 1.061 2.004 2.198
C 2.402 1.510 2.179
C 3.326 1.997 3.136
C 4.592 1.427 3.284
C 5.038 0.493 2.320
C 4.207 0.157 1.237
C 2.895 0.638 1.160
O 2.195 0.364 -0.001
H -1.110 4.578 0.742
H -2.985 6.657 -1.396
H -2.771 6.545 -3.963
H -1.845 4.440 -4.898
H -0.580 2.814 -3.426
H 0.751 2.623 3.013
H 3.006 2.834 3.778
H 5.240 1.642 4.147
H 5.994 -0.008 2.325
H 4.579 -0.416 0.427
F 0.660 0.379 4.964
C 0.014 -0.566 4.279
F 0.951 -1.509 3.863
F -0.888 -1.258 5.032
C -0.801 -0.058 2.948
O -1.880 0.507 3.119
O -0.224 -0.462 1.786
*
```

energy above the lowest of the compared OMol25 structures with the same formula, charge and spin = 1.000 eV
lowest unoccupied orbital energy (alpha / beta) = -8.4 / -8.4 eV
orbital gap (alpha / beta) = 5.0 / 5.0 eV

These are the Mulliken partial charges, in e, on atoms 1 to 5: atom 1 (Ta): 2.25, atom 2 (C): -0.39, atom 3 (C): -0.72, atom 4 (N): -0.69, atom 5 (C): -0.53

=====

Entry 5:
Density functional theory data (ωB97M-V/def2-TZVPD) for the molecule C26H34N4O3.

ORCA input file:
```
! wB97M-V def2-TZVPD RIJCOSX def2/J DEFGRID3
* xyz 0 1
C -7.990 -4.430 0.541
H -8.746 -5.207 0.451
H -7.790 -4.261 1.597
H -7.073 -4.780 0.072
C -8.467 -3.137 -0.124
C -7.422 -2.067 -0.002
C -6.429 -1.926 -0.962
C -5.436 -0.972 -0.841
C -5.423 -0.129 0.264
C -6.412 -0.263 1.235
C -7.396 -1.222 1.101
H -8.157 -1.312 1.862
H -6.408 0.390 2.098
N -4.455 0.870 0.452
C -3.417 1.215 -0.343
O -3.104 0.671 -1.382
C -2.639 2.428 0.181
N -1.402 2.500 -0.557
C -0.254 2.961 -0.017
O -0.214 3.433 1.102
C 0.943 2.830 -0.956
C 1.403 1.366 -1.020
H 0.559 0.706 -1.228
H 2.134 1.250 -1.822
C 2.066 0.947 0.294
N 3.182 1.817 0.575
C 4.491 1.517 0.497
O 5.360 2.360 0.643
C 4.852 0.046 0.237
N 4.376 -0.320 -1.091
H 4.839 0.262 -1.783
H 4.628 -1.284 -1.290
H 4.330 -0.588 0.966
C 6.373 -0.142 0.431
C 6.747 -1.581 0.254
C 7.207 -2.055 -0.969
C 7.500 -3.397 -1.143
C 7.334 -4.285 -0.096
C 6.876 -3.825 1.128
C 6.583 -2.484 1.299
H 6.227 -2.128 2.256
H 6.748 -4.513 1.951
H 7.564 -5.332 -0.230
H 7.860 -3.748 -2.100
H 7.350 -1.365 -1.790
H 6.634 0.207 1.431
H 6.895 0.490 -0.290
C 2.776 3.199 0.748
C 2.111 3.723 -0.524
H 1.753 4.737 -0.344
H 2.849 3.752 -1.328
H 3.667 3.783 0.980
H 2.069 3.260 1.579
H 2.393 -0.086 0.215
H 1.346 1.041 1.116
H 0.607 3.140 -1.952
H -1.422 2.036 -1.456
C -3.464 3.707 -0.016
H -2.884 4.559 0.331
H -4.395 3.666 0.543
H -3.692 3.842 -1.071
H -2.394 2.310 1.244
H -4.574 1.406 1.301
H -4.676 -0.875 -1.598
H -6.431 -2.574 -1.827
H -9.392 -2.808 0.353
H -8.676 -3.332 -1.178
*
```

energy above the lowest of the compared OMol25 structures with the same formula, charge and spin = 0.570 eV
lowest unoccupied orbital energy = 0.6 eV
orbital gap = 9.2 eV

These are the Mulliken partial charges, in e, on atoms 1 to 5: atom 1 (C): -1.05, atom 2 (H): 0.35, atom 3 (H): 0.32, atom 4 (H): 0.32, atom 5 (C): -0.99

=====

Entry 6:
Density functional theory data (ωB97M-V/def2-TZVPD) for a cluster of 2 separate species, C26H34N4O4S in total at a distorted geometry.

ORCA input file:
```
! wB97M-V def2-TZVPD RIJCOSX def2/J DEFGRID3
* xyz 0 1
C 3.621 1.740 -8.568
C 2.796 0.841 -7.570
O 3.108 1.113 -6.284
C 2.726 0.511 -5.302
C 1.842 -0.358 -5.441
C 1.539 -1.209 -4.313
C 2.099 -0.840 -3.027
C 2.674 0.282 -3.015
C 3.153 0.926 -4.154
O 4.060 1.979 -4.028
C 4.497 2.251 -2.939
C 5.403 3.579 -3.296
H 4.919 4.586 -3.628
H 5.843 3.906 -2.205
H 6.214 3.358 -3.823
H 5.244 1.584 -2.314
H 3.816 2.846 -2.099
H 3.175 0.500 -1.932
C 1.264 -1.599 -1.824
O 1.830 -1.375 -0.720
N 0.494 -2.550 -2.158
C 0.217 -3.163 -3.386
N 0.546 -2.435 -4.408
H 0.353 -2.762 -5.293
S -1.203 -4.250 -3.727
C -0.005 -3.309 -0.829
C -0.817 -2.282 -0.046
C -2.078 -1.909 -0.782
C -2.696 -1.038 -0.051
C -2.616 -0.838 1.403
C -1.723 -1.546 1.936
C -0.813 -2.182 1.191
H 0.040 -2.821 1.790
H -1.442 -1.288 3.061
C -3.610 0.081 2.046
O -4.901 -0.022 1.651
N -3.312 0.771 3.088
H -2.073 0.279 3.582
C -4.015 1.317 4.060
H -3.565 2.216 4.144
C -3.933 0.546 5.558
N -2.489 0.145 5.815
C -1.946 1.507 6.413
C -0.640 1.942 5.732
H -0.117 0.976 5.551
H -0.294 2.715 6.371
H -0.933 2.205 4.823
H -1.753 1.378 7.696
H -2.844 2.333 6.417
C -2.432 -0.991 6.454
C -3.369 -1.085 7.857
H -3.133 -0.282 8.558
H -4.561 -1.047 7.772
H -2.975 -2.015 8.455
H -1.373 -1.017 6.953
H -2.689 -1.923 5.973
H -4.670 1.215 6.106
H -4.440 -0.423 5.161
H -5.062 1.335 3.655
H -3.519 -0.675 -0.278
H -2.157 -1.819 -1.773
H 0.968 -3.586 -0.193
H -0.511 -4.183 -1.204
H 1.685 -0.956 -6.499
H 3.227 -0.134 -7.855
H 1.824 0.972 -7.747
H 3.406 1.614 -9.616
H 4.662 1.519 -8.462
H 3.462 2.841 -8.484
*
```

energy above the lowest of the compared OMol25 structures with the same formula, charge and spin = 22.525 eV
lowest unoccupied orbital energy = -0.3 eV
orbital gap = 7.8 eV

These are the Mulliken partial charges, in e, on atoms 1 to 5: atom 1 (C): -1.50, atom 2 (C): -0.51, atom 3 (O): -0.38, atom 4 (C): 1.09, atom 5 (C): -0.24

=====

Entry 7:
Density functional theory data (ωB97M-V/def2-TZVPD) for a structure of composition C26H34N6PtSSeSi2.

ORCA input file:
```
! wB97M-V def2-TZVPD RIJCOSX def2/J DEFGRID3
* xyz 0 3
Pt -0.248 0.089 0.919
N 0.638 -0.441 -3.628
C 0.912 -0.909 -2.382
S 2.459 -0.958 -1.766
N -0.205 -1.430 -1.774
N -0.173 -1.547 -0.440
C -0.510 -2.727 0.132
C -0.472 -3.980 -0.648
C 0.645 -4.309 -1.417
C 0.662 -5.476 -2.165
C -0.437 -6.325 -2.162
C -1.555 -6.002 -1.405
C -1.573 -4.839 -0.651
C -0.842 -2.684 1.495
C -1.055 -3.840 2.291
C -1.546 -3.721 3.555
C -1.854 -2.435 4.050
C -1.539 -1.344 3.284
N -0.972 -1.425 2.066
H 1.409 -0.295 -4.255
H -0.271 -0.649 -4.011
H 1.505 -3.652 -1.411
H 1.538 -5.724 -2.752
H -0.423 -7.235 -2.750
H -2.419 -6.655 -1.406
H -2.451 -4.579 -0.073
H -0.824 -4.808 1.869
H -1.709 -4.600 4.166
H -2.309 -2.292 5.020
H -1.746 -0.350 3.646
C -2.046 3.709 3.674
Si -1.183 3.155 2.093
C -0.035 4.563 1.596
C -2.533 2.996 0.780
C -0.337 1.522 2.440
Si 1.260 1.442 3.418
C 1.716 -0.338 3.809
C 1.010 2.343 5.055
C 2.790 2.214 2.630
H -2.607 4.635 3.511
H -1.339 3.882 4.491
H -2.757 2.946 4.008
H 0.344 4.470 0.575
H 0.823 4.634 2.271
H -0.577 5.512 1.653
H -3.473 3.420 1.147
H -2.713 1.947 0.539
H -2.279 3.514 -0.149
H -1.012 1.113 3.204
H 0.931 -0.836 4.388
H 2.641 -0.381 4.393
H 1.868 -0.912 2.891
H 0.096 2.012 5.557
H 0.930 3.425 4.901
H 1.850 2.168 5.734
H 3.277 1.530 1.927
H 3.510 2.414 3.430
H 2.600 3.162 2.124
Se 1.767 2.404 -0.592
N 0.232 1.506 -0.466
C -0.525 1.839 -1.507
C -1.811 1.299 -1.807
C -2.435 1.722 -2.932
C -1.846 2.693 -3.810
C -0.626 3.223 -3.561
C 0.081 2.794 -2.396
N 1.300 3.200 -2.079
H -2.241 0.562 -1.145
H -3.408 1.318 -3.184
H -2.399 3.002 -4.688
H -0.163 3.950 -4.215
*
```

energy above the lowest of the compared OMol25 structures with the same formula, charge and spin = 0.303 eV
lowest unoccupied orbital energy (alpha / beta) = -1.2 / -2.2 eV
orbital gap (alpha / beta) = 4.7 / 6.0 eV
expectation value of S² = 2.031

These are the Mulliken partial charges, in e, on atoms 1 to 5: atom 1 (Pt): 0.42, atom 2 (N): -0.22, atom 3 (C): 0.07, atom 4 (S): -0.31, atom 5 (N): -0.79